{
  "formula": "C16H24N2O4",
  "method": "the ωB97M-V functional and the def2-TZVPD basis",
  "symbols": ["C", "C", "C", "C", "C", "C", "C", "C", "O", "O", "C", "O", "N", "C", "O", "N", "C", "C", "C", "C", "C", "C", "H", "H", "H", "H", "H", "H", "H", "H", "H", "H", "H", "H", "H", "H", "H", "H", "H", "H", "H", "H", "H", "H", "H", "H"],
  "xyz": [[-0.78937, 3.17171, 4.56060], [-1.32717, 2.00914, 4.35365], [-0.67998, 1.03561, 3.37659], [-1.56024, 0.73786, 2.17051], [-2.44215, -0.53194, 2.32430], [-3.60455, -0.52758, 3.31040], [-3.74325, -1.45510, 4.37659], [-2.37263, 1.91595, 1.63379], [-3.54029, 1.67081, 1.34877], [-1.84851, 3.11045, 1.36120], [-0.49100, 0.41441, 1.13097], [-0.06732, -0.69110, 0.89244], [0.07615, 1.30248, 0.22583], [0.64172, 0.97825, -1.04647], [0.82227, 1.95310, -1.75958], [0.93696, -0.24265, -1.60275], [1.70840, -0.42679, -2.77534], [0.90644, -1.13858, -3.90619], [1.81903, -1.54984, -4.97574], [3.02760, -2.46264, -4.61307], [3.84028, -1.67481, -3.59513], [2.99481, -1.24612, -2.43353], [0.12982, 3.46214, 4.05390], [-1.29525, 3.77515, 5.28127], [-2.15366, 1.67934, 5.04607], [0.28887, 1.52009, 2.98841], [-0.56613, 0.18585, 3.97342], [-1.96601, -1.37206, 2.72915], [-2.71762, -0.79148, 1.36850], [-4.20165, 0.39476, 3.26148], [-3.14192, -2.35523, 4.32307], [-4.40637, -1.36243, 5.26735], [-2.63050, 3.56291, 0.86008], [-0.17095, 2.27347, 0.23083], [0.69027, -0.94328, -0.90883], [2.03406, 0.53295, -3.19042], [0.20633, -1.91982, -3.45895], [0.22067, -0.40999, -4.36719], [2.28339, -0.66586, -5.36164], [1.34529, -2.08364, -5.80514], [3.66884, -2.67102, -5.45520], [2.67430, -3.40285, -4.16879], [4.24600, -0.74197, -4.12067], [4.74828, -2.24473, -3.19405], [2.68714, -2.12604, -1.86401], [3.71960, -0.64888, -1.84648]],
  "forces_ev_per_angstrom": [[0.4, 1.0, 0.3], [-0.4, -1.8, 0.2], [-0.1, 3.1, 0.3], [1.0, -0.1, -0.2], [-0.9, 0.6, 1.9], [-0.5, -0.4, 3.2], [0.3, 2.5, -2.8], [-2.7, -1.5, -0.4], [1.1, 0.9, 0.2], [-1.3, 0.7, -0.9], [1.2, -0.7, -3.3], [-0.7, -2.3, 1.6], [-0.8, 0.3, 0.6], [0.6, 1.1, -2.6], [0.1, 1.0, 0.4], [-1.9, 0.7, 4.0], [1.1, -1.0, -1.3], [-1.7, 0.3, 1.8], [1.6, -2.4, -1.7], [-0.4, 0.7, 1.2], [1.5, 0.0, -0.7], [0.1, 0.7, 0.6], [-0.3, 0.3, 0.1], [0.3, 0.9, 0.4], [0.7, 0.2, -1.3], [-1.2, -0.9, 1.0], [0.9, -1.8, 0.3], [2.1, -0.9, 0.0], [-1.1, -0.6, -2.2], [-0.1, -0.6, 0.4], [0.2, 0.0, 0.2], [0.3, 0.1, -1.3], [1.9, -0.8, 1.2], [0.0, 0.4, -0.1], [0.6, -0.7, -0.7], [-0.3, 0.0, 0.4], [1.2, 0.5, -0.6], [0.0, 0.0, 0.4], [0.1, 0.8, -0.6], [-0.5, 0.5, 0.0], [-0.2, -0.2, -0.6], [0.1, 0.0, -0.1], [-0.4, -1.1, 0.6], [-1.1, 0.7, -0.6], [0.1, 0.0, 0.2], [-0.9, -0.1, 0.4]],
  "nbo_charge": [-0.3825, -0.1954, -0.4225, -0.2386, -0.4261, -0.1541, -0.4116, 0.8043, -0.5982, -0.6755, 0.7336, -0.6179, -0.6654, 0.7966, -0.6636, -0.6262, -0.0493, -0.4047, -0.4081, -0.3969, -0.3885, -0.4084, 0.1978, 0.2035, 0.2199, 0.2209, 0.2415, 0.2301, 0.2312, 0.2082, 0.1862, 0.2142, 0.5198, 0.4275, 0.4281, 0.2346, 0.2021, 0.2192, 0.1945, 0.2131, 0.2075, 0.1922, 0.1896, 0.2089, 0.1938, 0.2144],
  "lumo_energy_ev": 0.58,
  "homo_lumo_gap_ev": 9.7957,
  "mol_weight_g_mol": 308.4,
  "smiles": "C=CCC(CC=C)(C(=O)O)C(=O)NC(=O)NC1CCCCC1",
  "homo_energy_ev": -9.2,
  "spin_multiplicity": 1,
  "de_lowest_kcal_mol": 91.5
}